10
Properties=species:S:1:pos:R:3 method="wB97M-V/def2-TZVPD" relative_energy_kcal_mol=174.1 orbital_gap_ev="4.10 / 3.62"
H 0.482 -1.871 0.125
N -0.091 -1.005 0.280
C -0.161 1.388 0.629
H 2.149 -1.258 0.550
O -1.129 -1.057 -0.604
C 0.427 0.251 0.589
S -0.834 -1.058 -2.222
S 2.110 -0.033 1.260
H -1.336 2.518 -0.958
S -1.618 2.126 0.351